a.
Here is a molecular structure, C3H3P3 from OMol25. Energies are from ωB97M-V with the def2-TZVPD basis set.

Properties
LUMO energy (spin up / spin down): -2.15 / -2.18 eV

Last column: Mulliken charge in e.
CARTESIAN COORDINATES (ANGSTROEM)
C (0.374, 1.404, 1.069)  0.175
C (0.341, -0.063, 1.252)  -0.072
C (-0.073, 0.556, 0.071)  -0.199
P (0.786, 2.789, 2.064)  -0.089
P (0.314, -1.702, 1.954)  -0.059
P (-0.429, 0.019, -2.164)  0.170
H (0.593, 3.626, 0.950)  -0.003
H (-0.488, -2.054, 0.827)  -0.009
H (0.854, -0.556, -2.245)  0.084

=====

b.
Here is C3H3P3 in the gas phase from OMol25. Energies are from ωB97M-V with the def2-TZVPD basis set.

Properties
SMILES: C#P=P#P=C=C
LUMO energy (spin up / spin down): -1.95 / -1.40 eV

Last column: Mulliken charge in e.
CARTESIAN COORDINATES (ANGSTROEM)
C (0.547, -0.423, -1.292)  -0.405
P (1.053, -1.897, -0.685)  0.069
P (1.693, -1.626, 1.255)  -0.092
P (1.030, 0.274, 2.080)  -0.179
C (-0.158, 0.705, 1.047)  -0.050
C (-1.045, 0.997, 0.172)  -0.256
H (-0.232, -0.420, -2.023)  0.295
H (-2.078, 1.068, 0.385)  0.286
H (-0.809, 1.322, -0.939)  0.332

=====

The data favor b; the next most stable structure lies 102.8 kJ/mol above it.

=====

a.
Here is 2 unconnected molecules or ions with the total composition H4OP2 from OMol25. Energies are from ωB97M-V with the def2-TZVPD basis set.

Properties
LUMO energy: -0.20 eV

Last column: Mulliken charge in e.
CARTESIAN COORDINATES (ANGSTROEM)
O (2.267, 0.720, 0.303)  -0.519
P (-0.641, 1.396, -0.077)  -0.087
P (1.087, 0.134, -0.299)  0.258
H (-0.423, 1.623, 1.285)  0.105
H (-1.420, 0.418, 0.330)  0.079
H (1.469, -0.137, -1.730)  0.107
H (0.706, -1.558, 0.555)  0.057

=====

b.
Here is H4OP2 in the gas phase from OMol25. Energies are from ωB97M-V with the def2-TZVPD basis set.

Properties
SMILES: O=[PH2]P
LUMO energy: 0.51 eV

Last column: Mulliken charge in e.
CARTESIAN COORDINATES (ANGSTROEM)
O (-1.954, 1.021, 1.056)  -0.560
P (-0.710, 0.267, 1.011)  0.310
P (-0.345, -1.345, -0.377)  -0.103
H (0.382, 1.061, 0.653)  0.065
H (-0.298, 0.041, 2.532)  0.106
H (-1.110, -2.282, 0.381)  0.092
H (0.909, -1.767, 0.021)  0.091

=====

The data favor b; the next most stable structure lies 128.2 kJ/mol above it.

=====

a.
Here is C3H6N2O in the gas phase from OMol25. Energies are from ωB97M-V with the def2-TZVPD basis set.

Properties
SMILES: C/N=C/NC=O
LUMO energy: 0.90 eV

Last column: Mulliken charge in e.
CARTESIAN COORDINATES (ANGSTROEM)
C (-2.088, 0.025, -0.328)  -0.778
N (-0.766, -0.046, 0.269)  -0.478
C (0.203, -0.236, -0.517)  0.015
N (1.513, -0.277, -0.045)  -0.079
C (1.943, 0.383, 1.089)  0.055
O (3.019, 0.184, 1.605)  -0.530
H (-2.802, 0.464, 0.377)  0.263
H (-2.097, 0.613, -1.257)  0.309
H (-2.434, -0.993, -0.546)  0.294
H (0.107, -0.359, -1.605)  0.346
H (2.176, -0.902, -0.481)  0.261
H (1.226, 1.142, 1.438)  0.323

=====

b.
Here is 2 unconnected molecules or ions with the total composition C3H6N2O from OMol25. Energies are from ωB97M-V with the def2-TZVPD basis set.

Properties
SMILES: CNC=O.C#N
LUMO energy: 0.92 eV

Last column: Mulliken charge in e.
CARTESIAN COORDINATES (ANGSTROEM)
C (-1.195, 0.081, 0.405)  -0.920
N (0.194, -0.294, 0.233)  -0.142
C (1.203, 0.528, 0.701)  0.034
O (2.090, 0.159, 1.439)  -0.537
H (-1.455, -0.051, 1.459)  0.343
H (-1.352, 1.125, 0.127)  0.335
H (-1.875, -0.525, -0.207)  0.312
H (0.385, -1.245, 0.517)  0.201
H (1.203, 1.525, 0.220)  0.358
C (0.363, -0.440, -2.383)  0.153
N (-0.763, -0.445, -2.638)  -0.410
H (1.413, -0.461, -2.184)  0.273

=====

The data favor a; the next most stable structure lies 73.7 kJ/mol above it.

=====

a.
Here is C3H6N2O in the gas phase from OMol25. Energies are from ωB97M-V with the def2-TZVPD basis set.

Properties
SMILES: N#C[C@H](O)CN
LUMO energy: 0.57 eV

Last column: Mulliken charge in e.
CARTESIAN COORDINATES (ANGSTROEM)
N (2.372, -0.059, -1.929)  -0.407
C (1.722, 0.163, -0.998)  0.068
C (0.845, 0.490, 0.156)  0.292
O (1.154, -0.292, 1.264)  -0.583
C (-0.664, 0.326, -0.273)  -0.440
N (-1.283, -0.740, 0.506)  -0.610
H (1.036, 1.545, 0.395)  0.168
H (0.347, -0.837, 1.402)  0.445
H (-0.717, 0.122, -1.347)  0.350
H (-1.183, 1.271, -0.096)  0.315
H (-2.128, -0.434, 0.971)  0.202
H (-1.501, -1.555, -0.053)  0.200

=====

b.
Here is C3H6N2O in the gas phase from OMol25. Energies are from ωB97M-V with the def2-TZVPD basis set.

Properties
SMILES: N#C[C@H](O)CN
LUMO energy: 0.57 eV

Last column: Mulliken charge in e.
CARTESIAN COORDINATES (ANGSTROEM)
N (2.471, 0.592, -1.928)  -0.407
C (1.777, 0.529, -1.006)  0.111
C (0.842, 0.433, 0.135)  0.268
O (1.268, -0.581, 0.995)  -0.565
C (-0.584, 0.127, -0.408)  -0.489
N (-1.347, -0.542, 0.639)  -0.601
H (0.841, 1.411, 0.643)  0.155
H (0.429, -0.936, 1.355)  0.435
H (-0.492, -0.547, -1.264)  0.386
H (-1.045, 1.056, -0.764)  0.308
H (-1.979, 0.085, 1.123)  0.192
H (-1.890, -1.311, 0.268)  0.208

=====

The data favor b; the next most stable structure lies 7.6 kJ/mol above it.